A molecular structure, C35H78Ca2N3O7 in a non-equilibrium geometry, computed with wB97M-V/def2-TZVPD.

The geometry in XYZ format:
```
125
Properties=species:S:1:pos:R:3
Ca -5.7351 4.0081 2.2455
Ca -4.7574 -4.0359 1.5315
O 0.2127 0.5182 1.4897
C -1.0438 0.0797 1.4908
O -1.2824 -1.0528 1.0299
O -1.9617 0.7863 1.8958
H 0.7399 -0.2726 1.3545
C 7.2213 3.8933 -1.7399
C 6.5480 3.1995 -0.5571
C 5.4995 4.1566 -0.1236
O 6.2362 5.3772 -0.1878
C 7.2140 5.3301 -1.2158
H 6.6314 3.7357 -2.6429
H 8.1861 3.4135 -1.9042
H 7.2337 2.9584 0.2551
H 6.1963 2.2415 -0.9400
H 5.1911 3.9684 0.9048
H 4.6276 4.1481 -0.7777
H 8.1947 5.4503 -0.7554
H 6.9951 6.0702 -1.9855
C -1.9977 5.4383 8.4962
C -2.8749 6.6939 8.5488
C -3.8949 6.4088 7.4482
O -3.2927 5.4535 6.4765
C -2.4561 4.6255 7.2997
H -1.9103 4.9021 9.4412
H -0.9887 5.8145 8.3277
H -2.2736 7.5733 8.3181
H -3.3530 6.8343 9.5182
H -4.3000 7.2780 6.9300
H -4.7982 5.9379 7.8361
H -1.5780 4.2413 6.7807
H -3.0700 3.7690 7.5786
C 5.8317 -3.9050 4.4748
C 6.1612 -4.9453 3.3974
C 5.6076 -4.3466 2.0908
O 4.6097 -3.4368 2.5977
C 5.0186 -2.8295 3.8141
H 6.7060 -3.4287 4.9185
H 5.3234 -4.4221 5.2886
H 5.6481 -5.8712 3.6575
H 7.2157 -5.2188 3.4346
H 5.2792 -5.0944 1.3690
H 6.3115 -3.7667 1.4939
H 4.1616 -2.5347 4.4198
H 5.6935 -2.0069 3.5776
C -5.9871 -4.0153 -5.4229
C -6.6794 -5.3424 -5.2418
C -6.2354 -5.7674 -3.8102
O -5.5450 -4.6765 -3.2122
C -5.8276 -3.4774 -4.0181
H -6.6004 -3.3861 -6.0681
H -5.0250 -4.1098 -5.9263
H -6.4655 -5.9832 -6.0973
H -7.7626 -5.2411 -5.3077
H -5.5761 -6.6341 -3.7624
H -7.1696 -5.8663 -3.2575
H -5.0357 -2.7362 -3.9100
H -6.7035 -2.9568 -3.6311
C -0.8711 -7.3552 0.4530
C -1.6945 -8.2574 1.4113
N -2.2110 -7.4972 2.5222
C -3.0688 -8.3943 3.3476
C -2.4554 -9.7303 3.8442
C -1.0795 -6.9839 3.4071
C -1.4809 -6.1458 4.6352
H 0.1142 -7.1506 0.8717
H -1.3520 -6.4576 0.0642
H -0.6472 -7.8690 -0.4819
H -2.5182 -8.6663 0.8261
H -1.0584 -9.0821 1.7328
H -3.8817 -8.7203 2.6988
H -3.5452 -7.8099 4.1348
H -1.7865 -9.4849 4.6691
H -1.9587 -10.2525 3.0265
H -3.3136 -10.2847 4.2241
H -0.4457 -7.8191 3.7053
H -0.4474 -6.3195 2.8178
H -0.6047 -5.7485 5.1475
H -2.0397 -5.2675 4.3118
H -2.0502 -6.6498 5.4162
C 3.0055 1.6483 -6.6038
C 3.9435 0.5120 -6.9900
N 4.2718 -0.3163 -5.8201
C 5.2169 -1.3275 -6.2342
C 6.5676 -0.6340 -6.1908
C 3.1003 -0.8723 -5.1023
C 2.1119 -1.6850 -5.9527
H 3.2166 2.1023 -5.6356
H 1.9830 1.2709 -6.5951
H 3.0878 2.4289 -7.3601
H 3.4657 -0.0796 -7.7709
H 4.7984 1.0397 -7.4129
H 5.2412 -2.2084 -5.5927
H 5.0709 -1.7174 -7.2415
H 6.6371 0.3270 -6.7005
H 6.8585 -0.5115 -5.1475
H 7.3294 -1.2530 -6.6647
H 2.6850 -0.0519 -4.5170
H 3.4838 -1.5853 -4.3724
H 1.4349 -2.3032 -5.3630
H 2.5994 -2.2811 -6.7241
H 1.4929 -0.9823 -6.5105
C -2.8284 5.4841 -1.7878
C -3.5805 6.7723 -1.5587
N -3.8813 7.1102 -0.1908
C -2.8855 7.9470 0.4419
C -1.5660 7.3318 0.7500
C -5.1919 7.8186 -0.2131
C -5.3329 9.0929 -1.1871
H -1.8949 5.4722 -1.2252
H -2.4228 5.4500 -2.7990
H -3.3795 4.5499 -1.6807
H -2.9927 7.5973 -1.9610
H -4.4733 6.6460 -2.1711
H -2.7541 8.9236 -0.0240
H -3.2312 8.1603 1.4534
H -0.9641 7.1617 -0.1426
H -0.9958 8.0132 1.3814
H -1.6021 6.3562 1.2348
H -5.4402 8.2143 0.7717
H -6.0286 7.1567 -0.4365
H -4.7427 9.8543 -0.6771
H -6.3807 9.3734 -1.2947
H -4.9499 8.9957 -2.2030
```

Values from the calculation:
2S+1 = 1
DFT total energy = -93204.6102 eV
LUMO level = -0.4060 Eh
Gap between HOMO and LUMO = 0.0387 Ha
Charge = +3